1.
{"formula": "C23H27BClI2N10O2W", "method": "ωB97M-V with the def2-TZVPD basis set", "homo_lumo_gap_ev": [5.3, 5.2], "s_squared": 0.783, "multiplicity": 2, "fmax_ha_per_bohr": 0.04270, "total_charge": 2, "homo_energy_ev": [-13.87, -13.87], "relative_energy_ev": 4.329, "total_energy_ha": -2737.61366, "symbols": ["W", "C", "C", "C", "C", "N", "N", "B", "N", "C", "C", "C", "C", "N", "N", "C", "C", "C", "C", "N", "N", "C", "C", "C", "C", "N", "H", "H", "H", "H", "H", "H", "H", "H", "H", "H", "H", "H", "H", "H", "H", "H", "H", "H", "H", "H", "I", "C", "I", "H", "H", "O", "N", "N", "O", "C", "C", "C", "C", "C", "C", "H", "H", "H", "H", "H", "Cl"], "positions_angstrom": [[1.211, -0.204, 0.807], [1.253, -3.919, 1.955], [0.636, -3.453, 0.685], [0.246, -4.325, -0.309], [-0.253, -3.542, -1.331], [-0.187, -2.271, -0.961], [0.360, -2.163, 0.290], [-0.748, -1.085, -1.774], [0.420, -0.218, -2.243], [0.651, 0.388, -3.409], [1.893, 0.975, -3.357], [2.394, 0.711, -2.087], [3.752, 1.146, -1.646], [1.465, -0.004, -1.396], [-1.544, -0.219, -0.787], [-2.782, 0.230, -0.937], [-3.034, 1.140, 0.066], [-1.874, 1.228, 0.813], [-1.835, 2.147, 1.994], [-0.922, 0.382, 0.278], [-1.577, -1.638, -2.891], [-1.230, -1.999, -4.161], [-2.258, -2.729, -4.684], [-3.224, -2.795, -3.650], [-4.542, -3.491, -3.667], [-2.803, -2.151, -2.575], [1.158, -5.002, 1.993], [0.776, -3.508, 2.841], [2.311, -3.669, 1.993], [0.328, -5.397, -0.286], [-0.658, -3.815, -2.291], [-0.080, 0.366, -4.198], [2.396, 1.516, -4.138], [4.369, 1.247, -2.537], [4.225, 0.441, -0.973], [3.715, 2.121, -1.161], [-3.399, -0.144, -1.734], [-3.945, 1.684, 0.243], [-2.865, 2.410, 2.226], [-1.318, 3.076, 1.759], [-1.391, 1.712, 2.881], [-0.275, -1.751, -4.590], [-2.327, -3.145, -5.674], [-4.909, -3.600, -4.685], [-5.276, -2.944, -3.079], [-4.451, -4.491, -3.239], [-1.406, -1.484, 3.054], [-0.201, -1.464, 4.624], [2.322, -1.039, 3.302], [0.346, -2.357, 4.897], [-0.109, -0.571, 5.228], [2.640, 1.028, 0.795], [1.533, 1.817, 0.468], [1.040, 2.200, 1.727], [0.658, 1.090, 2.347], [1.226, 3.407, 2.318], [1.857, 4.425, 1.570], [2.069, 5.642, 2.171], [1.654, 5.858, 3.487], [1.022, 4.845, 4.216], [0.799, 3.617, 3.645], [2.172, 4.232, 0.555], [2.565, 6.431, 1.625], [1.823, 6.821, 3.949], [0.713, 5.030, 5.235], [0.332, 2.814, 4.196], [3.095, -1.594, 0.217]], "forces_ev_per_angstrom": [[0.17, -0.18, -1.98], [0.09, 0.01, 0.01], [-0.04, 0.03, -0.11], [0.06, -0.01, 0.04], [0.00, 0.03, 0.02], [-0.02, 0.05, 0.01], [0.01, -0.09, 0.31], [-0.01, -0.15, -0.03], [-0.01, 0.07, 0.07], [-0.04, 0.02, 0.06], [0.03, -0.01, 0.03], [0.01, 0.01, -0.06], [0.01, -0.01, 0.03], [-0.15, 0.11, 0.05], [0.04, -0.01, -0.05], [0.02, -0.01, 0.03], [0.03, 0.01, 0.02], [0.05, -0.01, -0.03], [0.03, 0.01, 0.03], [-0.12, -0.04, 0.19], [0.02, 0.29, -0.10], [0.03, -0.12, 0.03], [0.00, 0.04, 0.05], [0.01, -0.01, 0.03], [-0.02, -0.05, 0.02], [-0.01, -0.03, -0.04], [-0.01, 0.00, 0.02], [-0.05, -0.03, -0.03], [0.00, -0.03, -0.02], [-0.03, -0.01, 0.02], [-0.05, 0.00, 0.01], [0.01, -0.04, -0.02], [0.01, -0.01, -0.01], [0.00, 0.00, 0.00], [0.02, 0.01, -0.03], [0.00, 0.00, 0.00], [0.00, -0.03, 0.00], [-0.01, -0.01, 0.02], [0.01, 0.01, -0.01], [0.00, 0.01, -0.01], [-0.05, -0.03, 0.01], [0.00, 0.01, -0.01], [0.02, -0.03, 0.00], [-0.02, 0.03, 0.00], [0.00, 0.00, -0.01], [0.00, 0.00, -0.01], [-1.03, -0.21, 0.13], [2.04, 0.39, -0.72], [-0.73, -0.15, 0.62], [-0.46, -0.14, 0.34], [-0.18, -0.10, 0.15], [-0.08, 0.23, 0.23], [0.01, -0.10, 0.31], [0.11, 0.13, 0.08], [0.11, 0.09, -0.14], [0.04, -0.10, 0.01], [0.00, 0.05, 0.00], [0.00, -0.02, -0.04], [-0.01, 0.02, 0.00], [-0.03, -0.04, 0.00], [0.07, 0.01, 0.06], [-0.01, 0.01, -0.01], [-0.02, 0.01, -0.01], [0.01, 0.00, 0.00], [0.00, 0.00, 0.00], [-0.01, 0.00, 0.00], [0.15, 0.10, 0.46]]}

2.
{"formula": "C23H27BN9O3S2Tl", "method": "ωB97M-V with the def2-TZVPD basis set", "homo_lumo_gap_ev": 7.7, "multiplicity": 1, "fmax_ha_per_bohr": 0.00680, "homo_energy_ev": -7.78, "relative_energy_ev": 0.730, "total_energy_ha": -2604.96211, "symbols": ["Tl", "C", "C", "N", "N", "C", "B", "N", "C", "C", "C", "N", "N", "C", "C", "C", "N", "H", "H", "H", "H", "H", "H", "H", "H", "H", "H", "C", "O", "C", "C", "C", "C", "C", "C", "O", "C", "O", "C", "H", "H", "H", "H", "H", "H", "H", "H", "H", "C", "N", "C", "C", "N", "C", "S", "H", "H", "H", "H", "H", "H", "H", "H", "S", "C", "N"], "positions_angstrom": [[-0.617, 0.035, 0.022], [-5.199, -0.467, 0.057], [-4.028, 0.192, -0.326], [-2.973, -0.374, 0.251], [-3.432, -1.395, 1.003], [-4.768, -1.468, 0.904], [-2.500, -2.275, 1.858], [-1.467, -2.998, 0.955], [-1.247, -4.315, 0.835], [-0.140, -4.508, 0.031], [0.273, -3.217, -0.305], [-0.533, -2.320, 0.257], [-1.718, -1.385, 2.846], [-1.661, -1.492, 4.183], [-0.704, -0.614, 4.648], [-0.206, 0.000, 3.494], [-0.817, -0.476, 2.414], [-6.209, -0.243, -0.239], [-3.905, 1.044, -0.974], [-5.316, -2.219, 1.450], [-3.152, -3.086, 2.454], [-1.884, -5.022, 1.340], [0.303, -5.441, -0.268], [1.101, -2.887, -0.912], [-2.306, -2.178, 4.707], [-0.408, -0.438, 5.668], [0.557, 0.757, 3.412], [2.188, 4.830, 4.354], [3.303, 4.054, 3.935], [3.076, 3.086, 3.024], [4.206, 2.305, 2.679], [4.067, 1.318, 1.754], [2.833, 1.026, 1.113], [2.728, -0.025, 0.143], [3.936, -0.812, -0.313], [1.666, -0.384, -0.406], [1.693, 1.817, 1.476], [0.521, 1.685, 0.970], [1.857, 2.846, 2.442], [2.559, 5.497, 5.126], [1.403, 4.194, 4.766], [1.783, 5.415, 3.527], [5.155, 2.517, 3.151], [4.948, 0.740, 1.512], [4.895, -0.420, 0.005], [3.909, -0.848, -1.402], [3.831, -1.836, 0.051], [0.976, 3.434, 2.656], [-0.426, -2.249, -5.553], [-0.318, -0.844, -5.238], [-0.323, 0.177, -6.279], [-0.173, 1.477, -5.477], [-0.471, 1.028, -4.123], [-0.480, -0.305, -4.014], [-0.674, -1.222, -2.608], [0.192, -2.462, -6.425], [-1.459, -2.537, -5.772], [-0.075, -2.835, -4.708], [-1.260, 0.147, -6.841], [0.499, 0.015, -6.975], [-0.877, 2.242, -5.797], [0.837, 1.884, -5.543], [-0.399, 1.628, -3.308], [-1.449, 2.160, -1.315], [-0.992, 3.527, -0.443], [-0.730, 4.519, 0.089]], "forces_ev_per_angstrom": [[0.10, 0.31, 0.13], [0.01, -0.01, -0.01], [-0.08, 0.00, -0.01], [0.02, -0.12, 0.01], [-0.04, -0.11, 0.01], [0.05, 0.06, -0.02], [0.10, 0.14, -0.02], [-0.07, -0.01, 0.04], [0.03, 0.01, 0.00], [0.01, 0.03, 0.00], [0.02, -0.03, 0.05], [0.06, -0.01, -0.14], [0.08, -0.22, -0.04], [0.01, 0.07, 0.01], [0.00, 0.01, -0.03], [-0.02, 0.00, 0.03], [-0.13, 0.16, 0.10], [0.03, 0.01, 0.01], [0.04, -0.02, 0.02], [0.03, 0.01, -0.02], [0.02, 0.01, -0.02], [0.00, 0.04, -0.01], [-0.01, 0.02, 0.02], [-0.06, 0.02, 0.00], [0.02, 0.00, -0.04], [-0.01, -0.01, -0.03], [-0.05, 0.00, -0.05], [0.05, 0.00, -0.03], [-0.05, 0.00, 0.08], [-0.03, -0.01, -0.10], [0.02, 0.04, 0.03], [0.02, 0.00, -0.02], [-0.07, -0.05, 0.05], [0.10, 0.04, 0.05], [0.02, 0.02, 0.00], [-0.13, -0.14, -0.07], [0.08, -0.02, -0.14], [-0.05, -0.12, 0.19], [0.00, 0.03, 0.01], [0.02, 0.00, 0.00], [-0.01, -0.01, 0.01], [-0.01, -0.01, -0.03], [-0.02, -0.01, 0.01], [-0.04, -0.02, 0.00], [0.00, -0.01, -0.02], [-0.01, -0.02, 0.00], [0.00, 0.01, 0.01], [0.01, 0.01, -0.01], [-0.06, 0.06, 0.00], [0.09, -0.04, 0.00], [-0.02, -0.03, 0.04], [-0.03, -0.05, 0.05], [0.14, 0.12, -0.03], [0.03, -0.02, -0.04], [-0.10, 0.08, -0.11], [0.01, 0.00, 0.01], [0.00, 0.01, -0.01], [0.00, 0.00, 0.01], [-0.04, -0.01, 0.01], [0.01, 0.00, -0.03], [0.01, 0.03, -0.01], [0.04, -0.02, 0.02], [-0.14, -0.09, 0.00], [-0.02, -0.15, -0.01], [0.04, 0.13, 0.10], [-0.02, -0.09, -0.04]]}

3.
{"formula": "C23H27CaN3O3P2S3", "method": "ωB97M-V with the def2-TZVPD basis set", "homo_lumo_gap_ev": 5.9, "multiplicity": 1, "fmax_ha_per_bohr": 0.02796, "total_charge": -2, "homo_energy_ev": -1.43, "relative_energy_ev": 0.951, "total_energy_ha": -3837.68802, "symbols": ["Ca", "C", "C", "O", "C", "C", "C", "C", "C", "C", "O", "H", "H", "H", "H", "H", "H", "H", "O", "N", "C", "C", "C", "C", "C", "S", "H", "H", "H", "H", "C", "P", "C", "C", "C", "P", "C", "C", "H", "H", "H", "H", "H", "H", "H", "H", "H", "H", "H", "H", "H", "H", "H", "H", "S", "C", "C", "N", "C", "S", "C", "N"], "positions_angstrom": [[-0.410, 0.573, 0.244], [-4.301, 2.457, -0.533], [-3.158, 1.559, -0.935], [-2.043, 1.845, -0.522], [-3.414, 0.360, -1.764], [-4.504, 0.360, -2.643], [-4.770, -0.701, -3.481], [-3.922, -1.823, -3.418], [-2.861, -1.872, -2.547], [-2.564, -0.790, -1.666], [-1.609, -0.884, -0.809], [-4.052, 2.857, 0.449], [-5.256, 1.936, -0.503], [-4.374, 3.294, -1.236], [-5.135, 1.241, -2.688], [-5.607, -0.671, -4.166], [-4.110, -2.670, -4.069], [-2.210, -2.740, -2.494], [1.029, 1.698, -0.916], [1.534, 2.872, -0.529], [2.001, 2.940, 0.753], [2.506, 4.090, 1.272], [2.533, 5.219, 0.446], [2.072, 5.134, -0.839], [1.554, 3.937, -1.405], [1.029, 3.797, -3.025], [1.912, 2.022, 1.322], [2.839, 4.099, 2.299], [2.911, 6.162, 0.824], [2.082, 5.989, -1.498], [0.681, -0.324, -3.400], [1.416, -0.952, -1.844], [3.153, -0.360, -2.042], [1.629, -2.721, -2.385], [2.402, -3.664, -1.453], [2.172, -3.310, 0.337], [2.920, -4.859, 1.012], [0.387, -3.744, 0.518], [1.307, -0.565, -4.264], [0.578, 0.764, -3.318], [-0.308, -0.766, -3.539], [3.670, -0.888, -2.850], [3.701, -0.502, -1.110], [3.126, 0.708, -2.268], [2.108, -2.705, -3.365], [0.611, -3.105, -2.507], [3.472, -3.556, -1.653], [2.121, -4.701, -1.659], [2.503, -5.756, 0.541], [2.717, -4.895, 2.085], [4.004, -4.855, 0.876], [0.154, -4.662, -0.036], [-0.249, -2.928, 0.159], [0.162, -3.881, 1.576], [-1.285, 2.147, 2.522], [-1.281, 0.847, 3.692], [-2.266, 0.938, 4.780], [-3.042, 1.024, 5.626], [-0.451, -0.221, 3.681], [0.824, -0.526, 2.512], [-0.592, -1.226, 4.736], [-0.672, -2.035, 5.553]], "forces_ev_per_angstrom": [[0.60, -0.39, 1.25], [-0.05, 0.18, -0.10], [-0.06, -0.44, -0.15], [-0.74, 0.41, -0.50], [-0.08, 0.23, 0.17], [0.05, 0.03, -0.02], [0.19, -0.19, 0.08], [-0.07, 0.12, -0.03], [-0.08, 0.07, -0.04], [0.25, 0.03, 0.42], [-0.90, -0.54, -0.85], [-0.02, 0.01, -0.02], [0.02, 0.00, 0.00], [0.00, -0.04, 0.04], [0.00, -0.02, 0.02], [0.01, -0.01, -0.02], [-0.01, 0.00, 0.00], [-0.06, 0.03, 0.01], [0.85, 0.95, -0.25], [-0.11, -0.24, 0.11], [-0.26, -0.18, -0.49], [0.08, 0.15, 0.05], [0.02, 0.12, 0.00], [-0.06, -0.01, -0.20], [0.09, -0.20, 0.03], [0.15, 0.04, 0.47], [-0.04, -0.02, -0.05], [0.00, 0.04, -0.01], [0.00, 0.00, -0.02], [0.02, 0.03, 0.01], [-0.04, 0.13, 0.01], [0.37, -0.17, 0.07], [-0.08, 0.00, -0.03], [-0.21, -0.02, 0.15], [0.04, 0.19, -0.17], [-0.17, 0.29, 0.28], [-0.10, -0.07, 0.04], [0.11, 0.04, -0.08], [0.01, 0.00, -0.04], [0.01, -0.09, 0.00], [0.02, 0.03, 0.02], [-0.01, 0.03, -0.02], [0.00, -0.03, 0.01], [-0.04, -0.05, 0.05], [-0.07, -0.09, -0.19], [0.01, 0.05, -0.07], [0.04, -0.09, 0.04], [0.07, -0.10, -0.08], [0.02, -0.01, 0.02], [0.03, -0.02, -0.05], [-0.04, 0.03, -0.03], [-0.03, 0.01, 0.06], [0.14, -0.06, -0.01], [0.02, 0.02, -0.01], [-0.15, -0.20, 0.22], [-0.85, 0.65, 0.52], [0.72, -0.05, -0.81], [-0.12, 0.06, 0.10], [0.43, -0.97, 0.47], [-0.05, -0.24, 0.24], [0.15, 0.67, -0.70], [-0.01, -0.12, 0.10]]}